{
  "formula": "C25H41N5O6",
  "method": "ωB97M-V with the def2-TZVPD basis set",
  "species": ["C", "C", "C", "C", "C", "N", "C", "O", "C", "N", "C", "N", "C", "C", "O", "N", "C", "C", "C", "N", "C", "O", "O", "C", "C", "C", "C", "C", "C", "C", "O", "O", "C", "C", "C", "C", "H", "H", "H", "H", "H", "H", "H", "H", "H", "H", "H", "H", "H", "H", "H", "H", "H", "H", "H", "H", "H", "H", "H", "H", "H", "H", "H", "H", "H", "H", "H", "H", "H", "H", "H", "H", "H", "H", "H", "H", "H"],
  "xyz": [[-1.67888, 1.70040, 4.30885], [-1.03711, 0.92602, 3.15887], [-0.57027, 1.88747, 2.06903], [0.11880, 0.08148, 3.70807], [0.76895, -0.83561, 2.65561], [-0.17131, -1.77597, 2.10880], [-0.64133, -1.71456, 0.85779], [-0.34937, -0.81457, 0.06965], [-1.54597, -2.82693, 0.53192], [-1.73494, -3.82993, 1.44335], [-2.56683, -4.67022, 0.89591], [-2.93939, -4.26867, -0.33518], [-2.30287, -3.09188, -0.60063], [-2.59145, -2.43397, -1.89867], [-3.38846, -2.95192, -2.66980], [-1.93064, -1.29290, -2.10541], [-2.12110, -0.46118, -3.27112], [-0.77081, -0.12732, -3.91635], [0.04688, 0.81738, -3.02994], [-0.72128, 2.00273, -2.72654], [-0.49369, 3.22893, -3.25252], [-1.22308, 4.17752, -3.05926], [0.64404, 3.25077, -3.97602], [1.10997, 4.48593, -4.56324], [0.09538, 5.00950, -5.58008], [1.38330, 5.52545, -3.47646], [2.41225, 4.09204, -5.26363], [-1.96359, 1.73596, -2.03704], [-2.85468, 0.83408, -2.89292], [1.94656, -1.54168, 3.33128], [2.99070, -0.98840, 3.55677], [1.62434, -2.78376, 3.65429], [2.55932, -3.66982, 4.32911], [2.93362, -3.09406, 5.69314], [3.79599, -3.88114, 3.45863], [1.77650, -4.97335, 4.48450], [-2.52511, 2.28082, 3.94985], [-2.03261, 1.02387, 5.08391], [-0.95806, 2.38416, 4.75173], [-1.78835, 0.25197, 2.73196], [0.25892, 2.49453, 2.42540], [-1.38243, 2.55142, 1.78245], [-0.25360, 1.34698, 1.18165], [-0.25137, -0.54310, 4.52554], [0.89480, 0.73843, 4.10517], [1.15857, -0.23028, 1.83141], [-0.44697, -2.57433, 2.66542], [-2.91537, -5.57052, 1.36103], [-3.57132, -4.69728, -0.99663], [-1.28831, -0.96626, -1.37970], [-2.73752, -1.04224, -3.96738], [-0.95431, 0.35354, -4.87868], [-0.20833, -1.04528, -4.09128], [0.30289, 0.32605, -2.08569], [0.96628, 1.10924, -3.53509], [0.49209, 5.89268, -6.07290], [-0.10925, 4.24778, -6.32981], [-0.83270, 5.26888, -5.07860], [2.07490, 5.12147, -2.74005], [0.45678, 5.79469, -2.97740], [1.81937, 6.41545, -3.92157], [2.85116, 4.95957, -5.74711], [2.21696, 3.32868, -6.01244], [3.11813, 3.69307, -4.53981], [-1.73454, 1.25418, -1.08154], [-2.45295, 2.69278, -1.84938], [-3.12722, 1.36403, -3.80692], [-3.76911, 0.59271, -2.34973], [3.55744, -3.80370, 6.22894], [3.48154, -2.16341, 5.57394], [2.03678, -2.90218, 6.27858], [4.34241, -2.94902, 3.34404], [3.50299, -4.24058, 2.47444], [4.44758, -4.61610, 3.92247], [1.46177, -5.33642, 3.50963], [2.39767, -5.72566, 4.96090], [0.89084, -4.80847, 5.09250]],
  "lowdin_charge": [-0.080, -0.423, -0.065, -0.110, -0.188, 0.132, -0.387, 0.023, -0.129, 0.113, -0.158, 0.136, -0.074, -0.426, 0.052, 0.129, -0.294, -0.099, -0.123, -0.026, -0.519, 0.078, 0.019, -0.574, -0.020, -0.019, -0.024, -0.126, -0.096, -0.444, 0.123, 0.030, -0.562, -0.016, -0.016, -0.020, 0.076, 0.075, 0.081, 0.133, 0.088, 0.080, 0.051, 0.128, 0.132, 0.157, 0.134, 0.122, 0.164, 0.083, 0.145, 0.123, 0.120, 0.115, 0.125, 0.088, 0.090, 0.078, 0.091, 0.079, 0.088, 0.087, 0.085, 0.086, 0.114, 0.124, 0.124, 0.121, 0.091, 0.081, 0.092, 0.081, 0.093, 0.091, 0.088, 0.089, 0.087],
  "e_tot_ev": -46330.329,
  "total_charge": 0,
  "lumo_ev": 0.5681,
  "smiles": "CC(C)C[C@H](NC(=O)c1nc[nH]c1C(=O)NC1CCN(C(=O)OC(C)(C)C)CC1)C(=O)OC(C)(C)C",
  "e_homo_ev": -8.882
}



{
  "formula": "C35H38BO5",
  "method": "ωB97M-V with the def2-TZVPD basis set",
  "species": ["C", "C", "C", "C", "O", "O", "C", "O", "B", "O", "O", "H", "H", "H", "H", "H", "H", "H", "H", "C", "C", "C", "C", "C", "C", "H", "H", "H", "H", "H", "H", "C", "C", "C", "C", "C", "C", "H", "H", "H", "H", "H", "H", "C", "C", "C", "C", "C", "C", "H", "H", "H", "H", "H", "H", "C", "C", "C", "C", "C", "C", "H", "H", "H", "H", "H", "H", "C", "C", "C", "C", "C", "C", "H", "H", "H", "H", "H", "H"],
  "xyz": [[-0.77136, 2.25675, -1.38235], [-0.20596, 1.16802, -1.43024], [0.36271, -0.30754, -1.66202], [-0.19268, -0.67948, -3.09737], [-0.07674, -2.08007, -3.44341], [-1.30696, -2.63265, -3.14052], [1.96132, -0.35663, -1.40172], [2.18468, -1.67396, -0.81333], [0.89412, -2.12329, -0.26899], [0.84197, -2.78228, 1.04725], [-0.07707, -1.03226, -0.52231], [-1.46834, 3.12566, -1.29861], [-1.30753, -0.44033, -3.11046], [0.34599, -0.09823, -3.91296], [-1.40096, -2.56276, -2.15623], [2.62270, -0.05894, -2.26932], [2.35517, 0.30704, -0.55515], [0.62992, -3.05656, -1.01991], [-0.07256, -3.12553, 1.10831], [-5.29964, -5.46614, -5.35240], [-3.90903, -5.44552, -5.34750], [-3.23048, -4.30319, -4.93701], [-3.94283, -3.18396, -4.52192], [-5.33353, -3.20587, -4.52334], [-6.01224, -4.34514, -4.94250], [-5.82828, -6.35644, -5.67581], [-3.35307, -6.32116, -5.66482], [-2.14721, -4.28447, -4.93900], [-3.41408, -2.29634, -4.19759], [-5.88927, -2.33298, -4.19779], [-7.09670, -4.35967, -4.94842], [3.61652, 3.49048, -2.24324], [4.65834, 4.03460, -1.50100], [5.97378, 3.69165, -1.79236], [6.24790, 2.81127, -2.83299], [5.20614, 2.26997, -3.57750], [3.89053, 2.60614, -3.28020], [2.59018, 3.75504, -2.01380], [4.44470, 4.72635, -0.69346], [6.78588, 4.11107, -1.20879], [7.27413, 2.54710, -3.06342], [5.42001, 1.58423, -4.39007], [3.07785, 2.17956, -3.85722], [0.08532, -0.27797, 3.77221], [-0.68699, -0.03614, 2.64255], [-1.95120, 0.52800, 2.77310], [-2.43894, 0.85962, 4.03358], [-1.66412, 0.62101, 5.16313], [-0.40360, 0.04823, 5.03323], [1.06931, -0.72129, 3.66931], [-0.30370, -0.29015, 1.65912], [-2.55642, 0.71025, 1.89181], [-3.42350, 1.30425, 4.13465], [-2.04350, 0.88089, 6.14600], [0.19870, -0.14315, 5.91505], [2.61672, -5.82517, 4.98249], [2.63205, -5.22846, 6.23846], [2.36264, -3.87068, 6.36644], [2.06815, -3.11114, 5.23852], [2.04907, -3.70843, 3.98224], [2.32760, -5.06437, 3.85423], [2.83027, -6.88405, 4.88238], [2.85509, -5.82252, 7.11860], [2.38104, -3.40375, 7.34547], [1.85325, -2.05335, 5.33918], [1.81746, -3.11690, 3.10088], [2.31806, -5.52844, 2.87455], [-0.67992, 6.12976, 0.64920], [-0.97495, 7.40096, 0.16952], [-2.21819, 7.96931, 0.42306], [-3.16352, 7.26975, 1.16504], [-2.86703, 6.00003, 1.64776], [-1.62712, 5.42807, 1.38652], [0.28843, 5.68511, 0.44856], [-0.23507, 7.94916, -0.40350], [-2.45043, 8.95809, 0.04318], [-4.13163, 7.71480, 1.36697], [-3.60376, 5.45503, 2.22775], [-1.39811, 4.43553, 1.75840]],
  "lowdin_charge": [0.069, -0.033, -0.372, -0.103, -0.146, -0.093, -0.101, -0.038, -0.904, -0.007, -0.024, 0.033, 0.139, 0.142, 0.114, 0.111, 0.133, 0.106, 0.076, -0.113, -0.098, -0.084, -0.089, -0.098, -0.113, 0.093, 0.097, 0.100, 0.090, 0.096, 0.093, -0.090, -0.099, -0.105, -0.104, -0.097, -0.100, 0.098, 0.097, 0.096, 0.096, 0.099, 0.099, -0.080, -0.060, -0.088, -0.115, -0.117, -0.106, 0.091, 0.089, 0.100, 0.090, 0.091, 0.090, -0.110, -0.119, -0.109, -0.089, -0.070, -0.082, 0.093, 0.091, 0.093, 0.077, 0.079, 0.105, -0.095, -0.102, -0.107, -0.105, -0.097, -0.093, 0.101, 0.098, 0.096, 0.096, 0.100, 0.104],
  "e_tot_ev": -47822.936,
  "total_charge": -1,
  "lumo_ev": 2.4277,
  "e_homo_ev": -4.305
}